1.
# C32H64Br4N8O4

A cluster of 10 separate species, C32H64Br4N8O4 in total at a distorted geometry (wB97M-V/def2-TZVPD, the Open Molecules 2025 dataset).

Last column: Löwdin charge in e.
Positions of all 112 atoms, in Å:
C1 -5.479 -20.903 25.453  -0.04
N1 -6.454 -21.293 24.447  -0.16
C2 -7.591 -20.412 24.291  -0.05
C3 -6.151 -22.237 23.521  -0.35
O1 -6.877 -22.487 22.580  -0.03
H1 -4.543 -21.443 25.330  0.08
H2 -5.878 -21.104 26.448  0.10
H3 -5.235 -19.842 25.362  0.06
H4 -8.373 -20.724 23.609  0.10
H5 -7.967 -20.414 25.322  0.10
H6 -7.263 -19.396 24.061  0.03
H7 -5.216 -22.762 23.764  0.14
C4 -0.103 -16.965 19.739  -0.08
N2 0.541 -18.033 18.995  -0.18
C5 -0.080 -18.395 17.745  -0.04
C6 1.628 -18.636 19.526  -0.36
O2 2.221 -19.575 19.033  0.01
H8 -1.165 -17.232 19.789  0.06
H9 -0.129 -15.957 19.319  0.05
H10 0.200 -16.780 20.769  0.08
H11 0.133 -17.645 16.980  0.09
H12 0.301 -19.364 17.427  0.09
H13 -1.167 -18.475 17.810  0.08
H14 1.879 -18.173 20.497  0.13
C7 -5.348 -21.628 21.047  -0.09
N3 -5.461 -22.940 20.424  -0.16
C8 -5.855 -22.922 19.027  -0.05
C9 -5.327 -24.101 21.066  -0.37
O3 -5.558 -25.207 20.607  0.01
H15 -4.915 -20.863 20.406  0.06
H16 -4.723 -21.680 21.938  0.07
H17 -6.385 -21.353 21.250  0.08
H18 -5.175 -22.243 18.507  0.08
H19 -5.720 -23.859 18.493  0.09
H20 -6.874 -22.598 18.825  0.06
H21 -4.927 -23.929 22.081  0.12
C10 -3.516 -17.468 25.370  -0.02
N4 -3.890 -16.454 24.373  -0.15
C11 -5.170 -15.797 24.632  -0.07
C12 -3.062 -16.084 23.385  -0.34
O4 -3.308 -15.234 22.542  -0.01
H22 -2.593 -17.952 25.068  0.06
H23 -4.307 -18.220 25.345  0.06
H24 -3.425 -17.078 26.382  0.10
H25 -5.933 -16.527 24.884  0.04
H26 -4.949 -15.017 25.366  0.12
H27 -5.455 -15.183 23.777  0.09
H28 -2.140 -16.685 23.390  0.13
Br1 -9.833 -17.885 20.334  0.72
C13 -10.428 -16.641 18.891  -0.58
C14 -9.124 -16.455 18.145  -0.72
Br2 -9.391 -15.009 16.828  0.62
H29 -10.704 -15.750 19.438  0.05
H30 -11.163 -17.120 18.259  0.06
H31 -8.866 -17.345 17.573  0.02
H32 -8.229 -16.200 18.704  0.02
Br3 -5.497 -13.541 18.347  0.60
C15 -4.152 -13.811 19.756  -0.68
C16 -2.792 -13.307 19.323  -0.65
Br4 -2.084 -14.116 17.646  0.57
H33 -4.049 -14.874 19.972  0.02
H34 -4.497 -13.351 20.677  0.06
H35 -2.077 -13.373 20.139  0.07
H36 -2.884 -12.253 19.067  0.04
C17 -1.569 -22.180 21.558  -0.08
C18 -1.330 -20.688 21.422  -0.25
C19 -2.033 -19.806 22.481  -0.21
C20 -1.820 -20.136 23.878  -0.25
N5 -1.632 -20.374 24.986  0.16
H37 -1.416 -22.508 22.587  0.07
H38 -0.837 -22.735 20.970  0.08
H39 -2.557 -22.418 21.165  0.06
H40 -1.545 -20.299 20.429  0.08
H41 -0.270 -20.441 21.519  0.10
H42 -3.119 -19.793 22.332  0.08
H43 -1.799 -18.754 22.300  0.09
C21 -9.276 -18.939 15.240  -0.10
C22 -9.831 -20.263 15.780  -0.25
C23 -9.645 -20.495 17.267  -0.18
C24 -8.304 -20.249 17.826  -0.22
N6 -7.244 -20.066 18.231  0.19
H44 -8.195 -18.976 15.373  0.08
H45 -9.738 -18.071 15.717  0.05
H46 -9.463 -18.810 14.174  0.08
H47 -9.189 -20.982 15.263  0.11
H48 -10.869 -20.397 15.486  0.11
H49 -9.924 -21.515 17.537  0.12
H50 -10.313 -19.855 17.852  0.09
C25 -9.091 -17.463 23.844  -0.11
C26 -8.198 -16.250 23.707  -0.28
C27 -8.003 -15.426 24.983  -0.17
C28 -7.402 -16.145 26.096  -0.27
N7 -6.952 -16.667 27.014  0.18
H51 -10.151 -17.228 23.907  0.09
H52 -8.720 -18.056 24.683  0.07
H53 -8.938 -18.166 23.025  0.02
H54 -8.585 -15.606 22.912  0.12
H55 -7.217 -16.539 23.316  0.02
H56 -8.931 -14.919 25.254  0.13
H57 -7.356 -14.591 24.698  0.12
C29 -6.352 -18.258 22.322  -0.10
C30 -6.430 -17.052 21.377  -0.23
C31 -5.814 -17.278 19.989  -0.17
C32 -4.604 -18.081 19.987  -0.18
N8 -3.678 -18.759 20.020  0.20
H58 -5.314 -18.452 22.598  0.08
H59 -6.741 -19.172 21.869  0.09
H60 -6.965 -18.021 23.192  0.01
H61 -5.913 -16.224 21.863  0.09
H62 -7.481 -16.791 21.244  0.04
H63 -5.664 -16.322 19.483  0.07
H64 -6.545 -17.780 19.347  0.08

Output
- LUMO level: -0.003 Ha
- Maximum force: 0.0442 Eh/bohr
- Gap between HOMO and LUMO: 8.43 eV
- Structure (SMILES): CN(C)C=O.CN(C)C=O.CN(C)C=O.CN(C)C=O.BrCCBr.BrCCBr.CCCC#N.CCCC#N.CCCC#N.CCCC#N

2.
# C32H64Br6O10

A cluster of 11 separate species, C32H64Br6O10 in total at a distorted geometry (wB97M-V/def2-TZVPD, the Open Molecules 2025 dataset).

Last column: Löwdin charge in e.
Positions of all 112 atoms, in Å:
C1 -4.658 7.983 -0.126  -0.08
C2 -4.473 9.185 0.741  -0.28
O1 -5.640 9.934 0.718  -0.03
C3 -5.985 10.878 1.679  -0.42
C4 -7.264 11.642 1.391  0.01
O2 -5.278 11.162 2.683  0.05
H1 -5.069 8.304 -1.084  0.08
H2 -5.368 7.269 0.290  0.08
H3 -3.755 7.404 -0.319  0.08
H4 -4.249 8.824 1.745  0.12
H5 -3.602 9.746 0.404  0.13
H6 -8.055 11.002 1.000  0.08
H7 -7.063 12.555 0.831  0.09
H8 -7.723 12.028 2.302  0.08
C5 2.503 3.941 4.736  -0.07
C6 4.010 3.945 4.959  -0.21
O3 4.554 5.241 4.724  0.00
C7 5.795 5.527 5.036  -0.53
C8 6.209 6.931 4.705  0.01
O4 6.618 4.787 5.627  0.05
H9 2.129 4.773 5.334  0.08
H10 2.047 2.967 4.913  0.08
H11 2.220 4.216 3.721  0.07
H12 4.177 3.786 6.025  0.12
H13 4.504 3.212 4.322  0.13
H14 6.074 7.088 3.635  0.09
H15 7.241 7.076 5.025  0.09
H16 5.619 7.624 5.305  0.09
C9 4.956 -3.139 6.916  -0.02
C10 4.647 -3.850 5.599  -0.50
C11 5.688 -3.668 4.513  -0.03
O5 3.664 -4.506 5.399  0.07
H17 5.473 -3.849 7.561  0.09
H18 4.065 -2.760 7.417  0.08
H19 5.624 -2.291 6.768  0.07
H20 6.030 -2.634 4.523  0.08
H21 5.335 -3.972 3.527  0.08
H22 6.525 -4.348 4.668  0.09
C12 -0.010 -0.260 -2.206  -0.03
C13 0.583 -0.897 -0.953  -0.51
C14 -0.243 -1.962 -0.317  -0.03
O6 1.610 -0.475 -0.484  0.07
H23 -0.823 0.388 -1.878  0.09
H24 -0.458 -1.020 -2.846  0.07
H25 0.718 0.246 -2.841  0.08
H26 0.102 -2.926 -0.693  0.09
H27 -1.262 -1.772 -0.653  0.08
H28 -0.199 -2.079 0.766  0.09
C15 1.945 0.848 -11.096  -0.04
C16 2.323 0.409 -12.481  -0.45
C17 1.928 -1.088 -12.822  -0.02
O7 2.618 1.188 -13.393  0.04
H29 2.086 0.011 -10.413  0.08
H30 0.927 1.236 -11.117  0.09
H31 2.564 1.691 -10.789  0.08
H32 0.890 -1.276 -12.545  0.08
H33 2.603 -1.684 -12.209  0.07
H34 2.090 -1.364 -13.863  0.07
C18 1.831 -5.425 -6.778  -0.03
C19 3.162 -6.057 -6.324  -0.45
C20 4.070 -5.254 -5.418  -0.03
O8 3.362 -7.248 -6.589  0.04
H35 1.321 -5.024 -5.902  0.08
H36 1.269 -6.144 -7.373  0.08
H37 2.027 -4.580 -7.439  0.07
H38 5.150 -5.238 -5.565  0.08
H39 3.958 -5.590 -4.387  0.09
H40 3.886 -4.187 -5.541  0.07
C21 4.519 5.565 -1.871  -0.03
C22 5.984 5.971 -1.880  -0.48
C23 6.972 4.864 -1.704  -0.02
O9 6.282 7.186 -1.883  0.03
H41 3.797 6.370 -2.002  0.08
H42 4.340 5.050 -0.927  0.08
H43 4.371 4.990 -2.785  0.08
H44 7.108 4.295 -2.624  0.09
H45 6.497 4.301 -0.901  0.08
H46 7.921 5.310 -1.404  0.09
C24 0.899 -9.765 0.385  -0.02
C25 1.178 -11.077 1.124  -0.52
C26 0.042 -11.636 1.859  -0.04
O10 2.300 -11.549 1.150  0.06
H47 0.022 -9.995 -0.220  0.08
H48 1.805 -9.525 -0.171  0.08
H49 0.679 -9.047 1.175  0.09
H50 0.204 -11.533 2.932  0.10
H51 -0.146 -12.667 1.561  0.09
H52 -0.908 -11.150 1.638  0.08
Br1 -10.274 3.676 -7.359  0.58
C27 -8.750 3.267 -6.153  -0.67
C28 -9.194 2.326 -4.988  -0.68
Br2 -7.621 1.544 -4.083  0.58
H53 -8.365 4.205 -5.754  0.05
H54 -7.930 2.903 -6.771  0.04
H55 -9.745 1.522 -5.476  0.04
H56 -9.933 2.790 -4.335  0.06
Br3 -6.730 -10.858 7.356  0.60
C29 -5.484 -9.909 6.158  -0.68
C30 -5.520 -8.417 6.399  -0.69
Br4 -4.493 -7.299 5.092  0.56
H57 -5.792 -10.092 5.128  0.05
H58 -4.463 -10.251 6.328  0.06
H59 -5.236 -8.153 7.417  0.05
H60 -6.554 -8.077 6.447  0.05
Br5 -4.960 0.650 5.165  0.54
C31 -5.074 -0.419 6.876  -0.65
C32 -3.787 -0.404 7.656  -0.63
Br6 -3.884 -1.533 9.348  0.53
H61 -5.275 -1.421 6.495  0.05
H62 -5.894 -0.047 7.491  0.06
H63 -3.391 0.564 7.961  0.06
H64 -3.075 -1.006 7.093  0.04

Output
- LUMO level: -0.003 Ha
- Maximum force: 0.0859 Eh/bohr
- Gap between HOMO and LUMO: 9.52 eV
- Structure (SMILES): CCOC(C)=O.CCOC(C)=O.CC(C)=O.CC(C)=O.CC(C)=O.CC(C)=O.CC(C)=O.CC(C)=O.BrCCBr.BrCCBr.BrCCBr
- Energy above the lowest of the compared OMol25 structures with the same formula, charge and spin: 2.951 eV